Record 1
ORCA calculation (ωB97M-V/def2-TZVPD) on an isolated ion of composition C9H11N2O3 and charge -1 in a non-equilibrium geometry.

```
25
Properties=species:S:1:pos:R:3:forces:R:3:mulliken_charge:R:1
C 1.364 -1.388 -1.088 -0.20 -2.76 1.92 -1.529
C 1.416 -0.384 0.134 0.25 -0.63 -1.18 2.472
C 1.652 -1.024 1.475 4.42 -0.53 -2.67 -2.230
C 2.584 0.566 -0.093 0.61 1.38 -0.25 -1.680
C 0.075 0.308 0.160 -2.03 -0.59 -0.04 -0.552
N 0.100 1.563 -0.079 0.51 0.32 0.59 -0.354
N -1.067 2.263 -0.130 0.89 -1.62 0.08 -0.246
C -2.182 1.573 -0.399 -1.78 2.09 -0.82 -0.149
C -2.450 0.347 -0.011 -0.89 -2.68 -0.58 0.105
C -3.891 -0.226 -0.283 1.38 1.00 -0.32 0.306
O -4.342 -0.010 -1.395 -0.47 0.64 -2.23 -0.723
O -4.393 -0.765 0.665 -1.04 -1.44 2.63 -0.655
C -1.420 -0.522 0.439 3.23 1.57 1.73 0.588
O -1.408 -1.529 1.121 -0.09 0.31 -1.15 -0.649
H 0.607 -1.180 -1.835 0.13 0.52 -0.18 0.352
H 2.353 -1.554 -1.513 0.00 0.43 -0.24 0.402
H 1.086 -2.473 -0.740 0.24 1.91 -0.28 0.303
H 2.668 -1.564 1.461 -1.35 0.70 0.11 0.420
H 0.946 -1.673 1.685 -3.46 -3.33 1.09 0.596
H 1.664 -0.313 2.203 0.21 2.17 2.14 0.522
H 3.578 0.262 0.419 -1.38 -0.19 -1.75 0.310
H 2.410 1.493 0.429 -0.41 0.41 0.51 0.438
H 2.539 0.957 -1.157 0.95 -0.87 1.00 0.342
H -0.940 3.158 -0.493 0.14 1.33 -0.63 0.236
H -2.946 2.114 -0.977 0.14 -0.15 0.53 0.375
```
Positions in Å, forces in eV/Å.

Calculated values
Charge = -1
HOMO-LUMO gap = 7.479 eV
SMILES = CC(C)(C)c1n[nH]cc(C(=O)[O-])c1=O
LUMO = 3.10 eV
Highest occupied orbital energy = -4.37 eV

Record 2
ORCA calculation (ωB97M-V/def2-TZVPD) on an isolated ion of composition C9H11N2O6 and charge -1 in a non-equilibrium geometry.

```
28
Properties=species:S:1:pos:R:3:forces:R:3:mulliken_charge:R:1
C -2.757 -1.926 -1.158 0.66 -0.26 -0.15 -1.265
C -1.564 -1.114 -1.486 0.63 0.69 0.37 -0.018
O -0.967 -1.079 -2.721 0.33 0.37 1.83 -0.278
N 0.110 -0.167 -2.620 0.47 1.03 -0.14 -0.571
C 0.085 0.363 -1.409 -0.95 -0.42 -0.80 0.684
O 0.764 1.473 -0.942 -0.12 -1.78 -1.66 -0.500
C 2.004 1.704 -1.657 0.50 0.94 -0.21 -0.509
C 3.196 0.884 -1.157 1.61 -1.10 0.80 0.533
O 3.034 0.154 -0.132 -0.73 0.21 -0.20 -0.752
O 4.285 1.028 -1.744 -1.10 0.52 -0.33 -0.764
C -0.944 -0.259 -0.648 -0.17 0.59 1.18 1.141
C -1.270 0.110 0.788 1.21 0.09 -0.64 -1.683
C -0.173 -0.334 1.799 -1.42 -0.54 -0.54 0.054
N 1.040 0.490 1.621 0.69 -1.29 -0.73 -0.031
C -0.692 -0.313 3.250 0.16 0.27 2.03 0.407
O -0.276 0.637 3.969 0.28 0.08 -0.94 -0.784
O -1.420 -1.249 3.628 -0.01 0.07 -1.09 -0.723
H -2.525 -2.969 -1.283 0.00 -0.62 -0.08 0.327
H -3.529 -1.675 -1.848 -0.93 0.12 -0.36 0.338
H -3.060 -1.780 -0.116 0.06 0.14 -0.40 0.310
H 1.906 1.659 -2.743 -0.36 -0.53 0.14 0.364
H 2.246 2.750 -1.484 -0.02 0.10 0.33 0.341
H -2.231 -0.257 1.067 -0.54 -0.51 0.43 0.519
H -1.351 1.191 0.811 -0.02 0.41 0.23 0.435
H 0.059 -1.366 1.555 0.26 -0.11 0.05 0.333
H 0.878 1.196 0.901 0.44 -0.09 -0.13 0.328
H 1.285 0.941 2.478 -0.21 0.39 1.30 0.330
H 1.867 -0.093 1.281 -0.72 1.20 -0.28 0.435
```
Positions in Å, forces in eV/Å.

Calculated values
Charge = -1
HOMO-LUMO gap = 8.622 eV
SMILES = Cc1onc(OCC(=O)[O-])c1C[C@@H]([NH3+])C(=O)[O-]
LUMO = 2.92 eV
Highest occupied orbital energy = -5.70 eV

Record 3
ORCA calculation (ωB97M-V/def2-TZVPD) on an isolated ion of composition C9H11N2S2 and charge +1 in a non-equilibrium geometry.

```
24
Properties=species:S:1:pos:R:3:forces:R:3:mulliken_charge:R:1
C -0.133 -0.989 -1.732 0.00 -0.05 0.76 -1.425
C 0.186 -1.102 -0.244 -0.93 -0.68 0.97 1.853
C 1.671 -1.089 0.135 -0.30 1.27 1.95 -1.359
C -0.528 -2.265 0.340 1.08 -0.39 -0.71 -0.422
N -1.000 -3.240 0.709 -0.07 -0.31 0.25 -0.400
N -0.521 0.048 0.503 -2.33 -0.74 -0.68 0.449
C -2.287 0.058 0.014 -1.53 -2.03 1.78 0.127
S -3.266 -1.119 0.548 1.62 1.77 -0.97 0.048
S -2.623 1.547 -0.759 -1.48 -1.02 -1.88 -0.029
C -0.642 0.093 1.932 1.01 0.24 0.02 -0.603
C -0.331 1.327 2.317 0.16 1.13 0.18 -0.535
C 0.037 2.174 1.144 0.40 -3.07 -0.10 -0.504
C -0.097 1.286 0.101 1.71 3.72 -0.66 -0.654
H -1.196 -0.729 -1.789 0.23 -0.58 -0.63 0.396
H 0.420 -0.114 -2.070 0.23 -0.55 -0.72 0.451
H 0.125 -1.969 -2.193 -0.20 1.07 -0.04 0.428
H 2.374 -0.918 -0.658 -0.05 0.01 -0.65 0.358
H 1.965 -1.975 0.700 -0.10 0.09 -0.15 0.358
H 1.742 -0.197 0.841 0.47 -1.18 -0.70 0.295
H -3.609 0.834 -1.555 1.11 1.39 1.25 0.265
H -0.802 -0.801 2.481 -0.46 -0.48 0.28 0.528
H -0.359 1.681 3.335 0.05 -0.05 0.04 0.506
H 0.641 3.074 1.229 -0.82 0.17 -0.42 0.499
H 0.055 1.409 -0.977 0.20 0.29 0.83 0.370
```
Positions in Å, forces in eV/Å.

Calculated values
Charge = +1
HOMO-LUMO gap = 7.917 eV
SMILES = CC(C)(C#N)[N+]1(C(=S)S)C=CC=C1
LUMO = -5.26 eV
Highest occupied orbital energy = -13.18 eV

Record 4
ORCA calculation (ωB97M-V/def2-TZVPD) on C9H11N3O5Sr as an isolated structure.

```
29
Properties=species:S:1:pos:R:3:forces:R:3:mulliken_charge:R:1
Sr -0.492 -1.143 -2.013 0.06 0.11 0.07 2.333
O -4.155 -1.139 0.813 0.03 -0.04 0.03 -0.373
C -2.987 -1.251 0.241 -0.11 0.06 -0.11 0.459
O -2.774 -1.004 -0.938 0.05 -0.06 0.05 -0.671
C -1.892 -1.709 1.157 0.06 0.01 -0.02 0.231
C -2.071 -2.007 2.499 -0.01 -0.01 0.00 -0.480
C -0.958 -2.412 3.222 -0.04 0.00 0.03 -0.708
C 0.275 -2.494 2.590 0.03 -0.01 -0.02 -0.632
C 0.353 -2.172 1.243 -0.09 0.02 -0.02 0.850
N -0.716 -1.793 0.546 0.03 0.00 0.05 -0.230
C 1.603 -2.190 0.396 0.08 -0.04 0.08 0.563
O 2.764 -2.463 0.933 -0.04 0.01 -0.02 -0.411
O 1.533 -1.937 -0.793 -0.03 -0.03 -0.04 -0.600
H -4.826 -0.848 0.172 -0.02 0.00 0.02 0.415
H -3.045 -1.928 2.959 0.00 0.01 -0.01 0.540
H -1.051 -2.661 4.270 0.01 0.00 0.00 0.472
H 1.137 -2.815 3.161 0.01 0.00 -0.01 0.227
H 2.732 -2.639 1.884 0.02 -0.01 0.00 0.311
C 1.129 4.527 -2.115 -0.02 -0.07 -0.02 -0.966
N 0.452 3.236 -2.054 0.02 0.07 0.00 -0.146
C 1.064 2.058 -1.964 -0.18 -0.03 -0.09 0.324
N 2.399 2.021 -1.910 0.15 0.00 0.03 -0.316
O 0.387 0.982 -1.931 0.05 -0.03 -0.04 -0.857
H 0.377 5.304 -2.193 0.00 0.00 0.02 0.312
H 1.770 4.590 -2.995 0.02 0.01 0.01 0.356
H 1.710 4.702 -1.209 0.02 0.03 -0.01 0.346
H -0.550 3.203 -2.121 0.00 -0.01 0.02 0.246
H 2.966 2.848 -1.980 -0.03 0.02 0.01 0.200
H 2.866 1.133 -1.872 -0.04 -0.02 0.00 0.204
```
Positions in Å, forces in eV/Å.

Calculated values
Charge = +2
HOMO-LUMO gap = 8.930 eV
LUMO = -7.05 eV
Highest occupied orbital energy = -15.98 eV

Record 5
ORCA calculation (ωB97M-V/def2-TZVPD) on a 2-piece molecular cluster, C9H11N5 overall in a non-equilibrium geometry.

```
25
Properties=species:S:1:pos:R:3:forces:R:3:mulliken_charge:R:1
C -2.580 -0.752 -2.368 1.66 -0.22 2.45 -1.143
C -1.616 -1.494 -1.336 -1.93 1.03 -2.48 0.492
N -0.888 -2.561 -1.534 -0.36 -0.73 0.30 -0.624
C -0.397 -2.944 -0.261 1.72 -0.92 -2.48 -0.343
C -0.741 -1.975 0.583 -1.78 -0.35 -1.15 -0.516
N -1.659 -1.148 -0.044 1.19 2.80 3.54 -0.148
H -2.197 -0.705 -3.342 0.64 -0.47 -1.35 0.363
H -3.520 -1.233 -2.334 -1.00 -0.72 -0.20 0.307
H -2.772 0.287 -2.102 0.24 0.02 0.50 0.314
H 0.314 -3.837 -0.188 -1.27 1.67 0.08 0.333
H -0.465 -1.725 1.511 0.90 0.34 3.49 0.565
H -1.817 -0.174 0.518 -0.26 -3.06 -2.74 0.371
C 1.280 2.207 2.602 1.09 -0.50 0.72 -0.966
C 1.760 1.464 1.373 -1.62 0.31 -0.41 0.591
N 2.919 1.036 1.082 1.78 0.08 0.70 -0.603
C 2.924 0.606 -0.213 -0.39 -0.23 -1.40 -0.597
C 1.707 0.764 -0.780 0.63 -0.68 -0.26 -0.154
N 0.924 1.212 0.245 0.05 0.85 1.02 0.053
C -0.371 1.393 0.193 -4.31 2.66 -0.16 0.680
N -1.505 1.741 0.168 3.28 -1.17 0.23 -0.659
H 1.425 1.434 3.416 -0.24 1.18 -0.46 0.269
H 2.030 3.104 2.815 -2.00 -1.78 -0.48 0.283
H 0.177 2.443 2.547 1.44 0.15 0.03 0.274
H 3.746 0.199 -0.769 0.55 0.09 0.41 0.408
H 1.324 0.659 -1.782 -0.01 -0.32 0.13 0.451
```
Positions in Å, forces in eV/Å.

Calculated values
HOMO-LUMO gap = 9.213 eV
SMILES = Cc1ncc[nH]1.Cc1nccn1C#N
LUMO = 0.51 eV
Highest occupied orbital energy = -8.70 eV

Record 6
ORCA calculation (ωB97M-V/def2-TZVPD) on an isolated molecule of C9H11NO2 in a non-equilibrium geometry.

```
23
Properties=species:S:1:pos:R:3:forces:R:3:mulliken_charge:R:1
N -0.676 -0.290 2.426 0.68 2.04 -1.73 -0.721
C -0.462 0.986 1.472 -1.88 -1.02 3.08 0.351
C 0.902 1.038 0.790 -0.15 0.84 -0.18 -1.261
C 1.123 -0.003 -0.284 -0.30 -0.13 -0.74 0.374
C 1.758 -1.186 0.067 0.55 0.88 2.24 -0.188
C 1.878 -2.273 -0.763 0.80 -0.74 -1.73 -0.601
C 1.400 -2.154 -2.087 -0.01 0.25 2.28 -0.412
C 0.777 -0.987 -2.446 0.17 -0.13 -0.18 -0.632
C 0.680 0.086 -1.606 0.08 0.26 1.55 -0.107
C -1.783 1.213 0.699 1.47 -1.33 0.57 0.337
O -2.681 0.399 0.669 0.40 1.03 -0.37 -0.575
O -1.883 2.456 0.181 -0.95 -1.20 -0.25 -0.431
H -1.582 -0.081 2.834 0.03 -0.32 0.12 0.296
H -0.816 -1.152 1.881 0.10 0.72 -0.04 0.274
H -0.589 1.870 2.213 0.83 -1.31 -0.95 0.304
H 1.000 2.066 0.421 -0.03 -0.18 -0.39 0.440
H 1.670 0.994 1.577 -0.29 -0.37 -0.17 0.400
H 2.169 -1.037 1.090 -0.08 -1.31 -0.67 0.259
H 2.451 -3.212 -0.597 -0.53 0.96 0.65 0.303
H 1.500 -3.008 -2.691 -0.04 -0.72 -1.06 0.424
H 0.318 -0.840 -3.376 -0.29 -0.18 -1.49 0.397
H 0.248 0.974 -1.989 -0.52 0.83 -0.14 0.431
H -2.773 2.299 -0.193 -0.04 1.15 -0.39 0.340
```
Positions in Å, forces in eV/Å.

Calculated values
HOMO-LUMO gap = 9.990 eV
SMILES = N[C@@H](Cc1ccccc1)C(=O)O
LUMO = 0.68 eV
Highest occupied orbital energy = -9.32 eV

Record 7
ORCA calculation (ωB97M-V/def2-TZVPD) on an isolated molecule of C9H11NO2S in a non-equilibrium geometry.

```
24
Properties=species:S:1:pos:R:3:forces:R:3:mulliken_charge:R:1
C -2.241 0.121 -1.685 -0.12 -0.17 0.14 -0.100
C -1.333 1.245 -1.938 0.08 0.03 -0.34 -0.757
C -1.929 -1.087 -1.229 -0.01 -0.11 -0.05 -0.526
C -0.318 1.547 -1.185 -0.53 -1.27 0.04 0.119
C 0.636 2.205 -0.382 0.51 0.52 0.61 0.680
C -0.531 -1.629 -1.009 -0.05 0.15 -0.11 -0.746
C 0.189 -0.932 0.085 0.35 1.11 -0.70 0.481
C -0.188 -1.029 1.506 0.14 0.09 0.12 -1.329
C 2.688 2.016 0.885 0.39 0.14 0.26 -0.930
N 1.603 1.402 0.168 -0.21 -0.40 -0.33 0.029
O 0.542 3.401 -0.126 0.08 -0.13 -0.07 -0.628
O 2.727 -0.802 0.622 0.74 -0.40 0.51 -0.640
S 1.791 -0.276 -0.364 -1.12 0.34 -0.10 0.499
H -3.273 0.350 -1.910 -0.19 -0.08 0.03 0.417
H -1.604 1.849 -2.804 0.11 0.20 -0.01 0.394
H -2.731 -1.783 -1.031 -0.18 -0.04 -0.09 0.384
H -0.612 -2.702 -0.804 0.09 0.01 -0.02 0.382
H 0.045 -1.498 -1.930 -0.04 -0.12 -0.05 0.307
H 0.273 -1.908 1.969 0.01 -0.02 0.00 0.287
H -1.268 -1.114 1.619 -0.06 0.03 0.00 0.400
H 0.172 -0.155 2.049 -0.03 0.02 0.12 0.327
H 3.267 1.220 1.353 -0.01 0.14 0.01 0.311
H 3.329 2.604 0.223 -0.02 0.01 0.04 0.319
H 2.279 2.677 1.650 0.05 -0.05 -0.04 0.320
```
Positions in Å, forces in eV/Å.

Calculated values
HOMO-LUMO gap (alpha / beta) = 7.809 / 7.753 eV
LUMO (alpha / beta) = -0.80 / -0.72 eV
Highest occupied orbital energy (alpha / beta) = -8.61 / -8.48 eV

Record 8
ORCA calculation (ωB97M-V/def2-TZVPD) on an isolated molecule of C9H11NO3 in a non-equilibrium geometry.

```
24
Properties=species:S:1:pos:R:3:forces:R:3:mulliken_charge:R:1
C 0.519 1.037 -0.615 -0.47 0.33 -0.47 -1.067
C -1.054 -0.943 -0.938 0.54 1.13 -0.26 0.682
C -0.442 0.396 -1.265 0.05 -1.15 0.01 0.200
C -0.773 -1.709 0.071 2.20 0.59 0.39 0.584
C -2.158 -1.154 -1.989 1.68 0.82 2.98 0.264
C 1.139 0.752 0.755 0.29 0.67 -1.44 1.512
C -1.028 -2.883 0.886 -2.80 1.55 0.86 -1.265
C 0.353 1.721 1.709 -0.43 -1.98 1.20 -1.229
C 2.664 1.178 0.606 -0.17 -1.34 -1.96 -1.391
N -0.976 0.714 -2.555 1.56 1.36 -0.04 -0.287
O -2.991 -1.981 -1.892 -1.16 -0.95 -1.10 -0.513
O 1.043 -0.575 1.079 -1.84 -1.16 -0.36 -0.744
O -2.119 -0.102 -2.789 -0.74 1.18 -1.41 -0.246
H 0.842 1.975 -1.046 0.02 0.19 -0.12 0.249
H -0.396 -3.707 1.011 1.78 -0.62 -0.30 0.335
H -1.987 -3.343 0.521 0.52 0.64 0.02 0.370
H -1.277 -2.475 1.897 0.21 -0.44 -0.52 0.283
H 0.070 2.739 1.365 0.17 -0.89 -0.05 0.321
H 0.943 1.794 2.634 -0.13 0.26 -0.12 0.353
H -0.528 1.039 2.004 0.81 1.55 -0.51 0.269
H 3.256 0.418 -0.018 -1.02 0.52 1.17 0.328
H 3.177 1.329 1.541 0.02 0.22 0.30 0.360
H 2.716 2.027 -0.093 0.00 0.35 0.84 0.314
H -0.991 1.753 -2.880 -1.09 -2.81 0.88 0.318
```
Positions in Å, forces in eV/Å.

Calculated values
HOMO-LUMO gap = 7.317 eV
LUMO = -1.02 eV
Highest occupied orbital energy = -8.34 eV

Record 9
ORCA calculation (ωB97M-V/def2-TZVPD) on an isolated molecule of C9H11NOS in a non-equilibrium geometry.

```
23
Properties=species:S:1:pos:R:3:forces:R:3:mulliken_charge:R:1
C -0.503 -0.018 -0.764 -1.23 2.00 -0.13 0.117
C -1.622 0.798 -0.633 -0.88 0.40 -1.44 -0.947
C -0.112 -1.053 -0.015 -1.01 -0.34 0.40 1.244
C -2.629 0.309 0.195 -0.66 1.60 1.98 0.478
C -1.194 -1.241 0.861 0.59 -0.02 -0.24 -0.259
C 2.791 0.813 -1.233 -2.07 2.02 1.72 -0.768
C 1.162 -1.703 -0.221 1.27 0.37 3.96 -1.092
C 2.251 -1.174 0.762 1.63 0.69 -0.38 -0.778
C -3.902 0.974 0.660 -0.17 1.72 -2.79 -1.178
N -2.283 -0.655 1.058 0.65 -1.54 -0.23 -0.421
O 1.657 1.574 1.204 -0.99 0.13 0.09 -0.560
S 2.671 0.647 0.695 1.33 -0.55 -1.33 0.437
H 1.745 0.939 -1.668 1.27 -0.22 0.72 0.176
H -1.861 1.760 -1.208 0.71 -1.68 0.72 0.240
H 3.347 1.790 -1.351 -0.29 -1.49 -0.14 0.321
H 3.209 -0.100 -1.560 0.97 -0.59 -0.68 0.319
H 1.280 -2.714 -0.021 -0.85 -2.33 0.10 0.439
H 1.384 -1.535 -1.192 1.25 0.55 -2.97 0.502
H 2.133 -1.437 1.879 -0.05 0.32 -1.89 0.366
H 3.302 -1.531 0.391 -1.79 0.23 0.86 0.382
H -4.791 0.431 0.469 -0.64 -1.50 0.41 0.347
H -3.829 1.295 1.668 0.06 0.08 0.88 0.293
H -4.205 1.833 0.024 0.88 0.13 0.37 0.342
```
Positions in Å, forces in eV/Å.

Calculated values
HOMO-LUMO gap (alpha / beta) = 8.483 / 7.786 eV
LUMO (alpha / beta) = -0.02 / -0.49 eV
Highest occupied orbital energy (alpha / beta) = -8.51 / -8.27 eV

These records have total energy values of -18633.2334, -24777.4677, -34150.9196, -25045.9357, -16959.5391, -15096.0455, -25926.4426, -17136.9841, -23877.9426 eV, in the order they appear.
These records have energy relative to the best compared isomer or geometry (same formula, charge and spin) values of 49.0, 2.1, 89.3, 0.0, 83.4, 26.3, 134.5, 179.3, 150.2 kcal/mol, in the order they appear.